Entry 1:
12
Properties=species:S:1:pos:R:3 method="wB97M-V/def2-TZVPD" e_above_lowest_kj_mol=488.4 e_tot_ha=-609.64221 homo_lumo_gap_ev=7.20 charge=-1
C -0.89698 -0.72166 -1.28077
C 0.44104 -0.73773 -1.07285
C 0.39578 1.30218 1.00640
O -2.21064 -0.58226 0.14951
O 2.64883 -0.53202 0.47892
P 1.14393 -0.61451 0.72313
H -1.60747 -1.22734 -1.83956
H -1.84927 -0.83138 0.90211
H 1.02476 -0.86087 -2.12252
H 1.07182 1.66251 1.64622
H 0.45635 1.83975 0.08644
H -0.61813 1.30334 1.32295

***

Entry 2:
12
Properties=species:S:1:pos:R:3 method="wB97M-V/def2-TZVPD" e_above_lowest_kj_mol=360.3 e_tot_ha=-666.45679 smiles="C[C@H]1CS1(=O)=O" homo_lumo_gap_ev=11.24 charge=0
C -0.50563 1.39126 0.56255
C 0.62308 0.15754 0.19736
C 0.03969 -1.32344 0.30525
S 0.35971 -0.62301 -1.27655
O 1.45061 -1.13994 -2.04559
O -0.80862 -0.21741 -1.99329
H -0.28730 2.16735 -0.03542
H -0.33620 1.60986 1.66432
H -1.44468 0.88760 0.44481
H 1.62807 0.31113 0.51425
H 0.36171 -2.02139 0.98847
H -1.08046 -1.19955 0.67384

***

Entry 3:
12
Properties=species:S:1:pos:R:3 method="wB97M-V/def2-TZVPD" e_above_lowest_kj_mol=451.8 e_tot_ha=-666.42197 homo_lumo_gap_ev=5.57 charge=0
O 2.19715 -0.27770 1.11679
C 1.36181 -0.28797 0.24138
O 1.09069 -1.52940 -0.34027
C 0.59893 0.79284 -0.29395
C -0.61828 0.54955 -1.05875
S -2.13653 0.57182 -0.03097
H 1.74864 -2.09297 0.09073
H 0.81428 1.76755 0.11006
H -1.46738 -0.56121 2.23284
H -0.76180 1.33274 -1.80778
H -0.58990 -0.43821 -1.50287
H -0.76647 -0.71454 2.42673

***

Entry 4:
12
Properties=species:S:1:pos:R:3 method="wB97M-V/def2-TZVPD" e_above_lowest_kj_mol=484.7 e_tot_ha=-666.23535 spin_multiplicity=3 s2=2.00 homo_lumo_gap_ev="5.66 / 7.45" charge=0
C -1.57885 0.14988 -0.37715
C -1.07570 0.38270 0.67442
C 1.71243 -0.41522 -0.01635
O 1.21066 -0.90656 -0.95706
O 1.82510 -1.00380 1.18961
S 2.62863 1.07034 -0.29447
H -2.38217 -0.06761 -1.03737
H -0.95570 -0.30516 -2.24514
H -0.45298 0.71241 1.43251
H -0.20263 -0.36374 -2.60085
H 1.37735 -1.79539 1.20591
H 3.38718 1.17701 0.96717